6
Properties=species:S:1:pos:R:3:forces:R:3 method="wB97M-V/def2-TZVPD" e_tot_ev=-151986.68727 homo_ha=-0.309 spin_multiplicity=1 de_lowest_kj_mol=222.7 orbital_gap_ev=6.336 charge=0
C 0.974 0.237 -0.090 -1.675 -0.942 1.072
S -1.231 -1.496 0.735 1.778 0.868 -0.559
Br 0.180 1.864 0.134 0.182 -0.278 -0.205
Br -2.535 -0.288 -0.448 -0.493 0.282 -0.157
H 1.458 -0.210 0.758 0.253 0.152 0.067
H 1.154 -0.107 -1.089 -0.044 -0.081 -0.217